The following is a quantum chemistry calculation of an isolated molecule of C4H6O2S, from the Open Molecules 2025 dataset.

Each atom is followed by the atoms it is bonded to, with distances in Å.
Positions of all 13 atoms, in Å:
1 C -0.7806 -0.5924 -1.4223  C2 1.526, H8 1.104, H9 1.095, H10 1.138
2 C -0.1199 0.5018 -0.5883  C1 1.526, C3 1.385, S5 1.810
3 C 0.0501 0.7266 0.7682  C2 1.385, C4 1.452, S5 1.882
4 C -0.3654 -0.0310 1.9348  C3 1.452, H11 1.086, H12 1.055, H13 1.045
5 S 1.6050 0.9472 -0.2695  C2 1.810, C3 1.882, O6 1.487, O7 1.511
6 O 1.5372 2.0653 -1.2467  S5 1.487
7 O 2.2473 -0.2566 -0.9186  S5 1.511
8 H -1.0650 -1.3960 -0.7204  C1 1.104
9 H -1.6447 -0.2815 -2.0178  C1 1.095
10 H 0.0008 -1.0034 -2.1410  C1 1.138
11 H 0.4346 0.0580 2.6633  C4 1.086
12 H -0.5943 -1.0351 1.7059  C4 1.055
13 H -1.3052 0.2971 2.2521  C4 1.045

Output
HOMO-LUMO gap = 7.0 eV
E_HOMO = -8.795 eV
Strongest force on any atom = 6.67 eV/A
SMILES string = CC1=C(C)S1(=O)=O